{"formula": "C37H89N3O7", "method": "ωB97M-V/def2-TZVPD", "smiles": "CCN(CC)CC.CCN(CC)CC.CCN(CC)CC.C1CCOC1.C1CCOC1.C1CCOC1.C1CCOC1.CO.CO.CO", "de_lowest_kcal_mol": 0.0, "multiplicity": 1, "e_tot_ha": -2153.93378, "species": ["C", "C", "N", "C", "C", "C", "C", "H", "H", "H", "H", "H", "H", "H", "H", "H", "H", "H", "H", "H", "H", "H", "C", "C", "N", "C", "C", "C", "C", "H", "H", "H", "H", "H", "H", "H", "H", "H", "H", "H", "H", "H", "H", "H", "C", "C", "N", "C", "C", "C", "C", "H", "H", "H", "H", "H", "H", "H", "H", "H", "H", "H", "H", "H", "H", "H", "C", "O", "H", "H", "H", "H", "C", "O", "H", "H", "H", "H", "C", "O", "H", "H", "H", "H", "C", "C", "C", "O", "C", "H", "H", "H", "H", "H", "H", "H", "H", "C", "C", "C", "O", "C", "H", "H", "H", "H", "H", "H", "H", "H", "C", "C", "C", "O", "C", "H", "H", "H", "H", "H", "H", "H", "H", "C", "C", "C", "O", "C", "H", "H", "H", "H", "H", "H", "H", "H"], "positions_angstrom": [[14.9299, 4.5401, -3.8107], [15.2216, 4.6590, -5.2942], [14.0476, 5.0804, -6.0698], [14.3406, 4.8447, -7.4896], [13.2311, 5.2316, -8.4468], [13.6633, 6.4757, -5.8170], [14.5947, 7.5533, -6.3430], [14.0746, 3.8848, -3.6139], [14.6474, 5.4730, -3.3175], [15.7859, 4.1379, -3.2653], [16.0952, 5.3136, -5.4265], [15.5148, 3.6836, -5.6851], [15.2804, 5.3553, -7.7635], [14.5869, 3.7889, -7.6304], [12.9368, 6.2819, -8.3660], [13.5550, 5.1019, -9.4771], [12.3311, 4.6619, -8.2076], [13.5801, 6.5844, -4.7320], [12.6331, 6.6227, -6.1491], [15.6461, 7.3627, -6.1025], [14.3644, 8.5343, -5.9303], [14.5917, 7.6133, -7.4343], [15.8977, 3.1930, 6.3257], [16.9482, 2.5352, 5.4559], [16.3296, 2.0248, 4.2395], [17.1979, 1.9451, 3.0708], [17.7605, 3.3080, 2.6675], [15.6732, 0.7221, 4.4912], [14.5301, 0.5522, 3.4998], [16.2967, 3.6002, 7.2543], [15.0219, 2.5768, 6.5433], [15.4422, 4.0245, 5.7765], [17.7020, 3.2801, 5.2004], [17.4674, 1.7346, 6.0070], [18.0356, 1.2527, 3.2457], [16.5992, 1.6014, 2.2286], [16.9969, 4.0742, 2.5426], [18.5729, 3.6119, 3.3284], [18.2329, 3.1719, 1.6869], [15.2659, 0.7269, 5.5007], [16.4191, -0.0803, 4.4155], [14.8865, 0.3233, 2.4955], [13.9482, 1.4712, 3.4413], [13.8127, -0.2302, 3.7656], [13.2252, 8.4332, 4.5917], [13.3619, 8.1289, 3.1015], [13.1528, 6.7186, 2.7932], [14.0743, 5.7874, 3.4188], [13.4893, 4.3959, 3.5451], [13.0115, 6.5138, 1.3632], [14.2922, 6.6355, 0.5017], [14.0510, 7.9534, 5.1204], [12.2549, 8.0986, 4.9511], [13.3541, 9.4988, 4.7831], [12.6083, 8.7169, 2.5735], [14.3588, 8.4469, 2.7526], [15.0308, 5.7379, 2.8681], [14.4017, 6.1072, 4.4100], [14.2616, 3.6902, 3.8574], [12.6356, 4.3918, 4.2281], [13.0736, 4.0054, 2.6093], [12.2490, 7.1984, 0.9806], [12.5947, 5.5260, 1.1328], [14.9390, 5.8039, 0.7789], [14.7638, 7.6055, 0.6579], [14.0609, 6.5482, -0.5592], [11.4124, 3.1495, -4.3761], [11.5305, 3.8490, -5.5768], [12.2018, 2.3872, -4.3213], [11.5270, 3.8213, -3.5218], [10.4737, 2.6057, -4.3311], [12.4482, 4.2232, -5.6635], [17.0204, -1.6468, -1.8802], [17.2870, -0.3614, -2.4360], [17.4568, -2.4308, -2.5161], [17.4069, -1.6982, -0.8675], [15.9392, -1.8564, -1.8700], [16.8866, -0.3150, -3.3234], [14.6250, 0.8945, -4.8667], [15.7273, -0.0006, -4.8242], [14.5693, 1.4065, -5.8370], [13.6798, 0.3697, -4.7156], [14.7571, 1.6868, -4.1344], [15.4716, -0.8647, -5.1533], [20.0038, 1.9805, -0.5947], [21.2820, 1.9300, 0.2397], [20.7205, 1.3883, 1.5547], [19.7809, 0.4055, 1.1718], [19.2436, 0.7248, -0.1297], [20.2406, 1.9634, -1.6613], [19.4221, 2.8832, -0.4104], [21.6802, 2.9412, 0.3750], [22.0891, 1.3400, -0.1874], [20.2907, 2.1747, 2.1848], [21.5358, 0.9515, 2.1418], [18.1868, 0.9759, -0.0361], [19.4436, -0.1135, -0.7911], [9.3829, 4.1049, 3.3497], [9.5397, 2.8517, 4.2026], [10.4415, 2.0563, 3.2700], [9.8748, 2.2427, 1.9655], [9.2515, 3.5284, 1.9228], [10.2950, 4.7084, 3.3607], [8.5813, 4.7596, 3.6938], [8.6418, 2.2874, 4.4400], [10.0909, 3.0944, 5.1154], [10.5688, 0.9962, 3.4924], [11.4575, 2.4767, 3.2518], [8.1909, 3.3994, 1.6900], [9.7543, 4.1882, 1.2140], [14.3122, 2.0964, -1.4991], [13.6141, 2.8303, -0.3654], [12.9359, 1.6842, 0.4316], [13.4295, 0.4644, -0.1196], [14.6136, 0.7612, -0.8580], [15.1919, 2.6361, -1.8741], [13.7178, 2.0205, -2.4161], [12.8990, 3.5945, -0.6758], [14.3815, 3.3276, 0.2363], [11.8574, 1.7375, 0.2977], [13.2280, 1.8390, 1.4718], [14.8250, -0.0098, -1.6017], [15.4692, 0.7694, -0.1659], [10.5984, 0.1354, -2.5160], [9.2818, -0.3396, -3.1035], [9.3765, -1.8613, -2.9474], [10.0661, -2.0437, -1.7120], [10.9632, -0.9355, -1.4850], [10.5478, 1.1353, -2.0819], [11.4064, 0.1601, -3.2540], [9.1425, -0.0732, -4.1507], [8.4685, 0.0005, -2.4651], [9.9135, -2.4117, -3.7225], [8.3694, -2.2620, -2.8303], [11.9766, -1.3220, -1.6138], [10.8324, -0.6431, -0.4432]]}


{"formula": "C37H90HgO21", "method": "ωB97M-V/def2-TZVPD", "multiplicity": 1, "e_tot_ha": -3196.68231, "species": ["Hg", "C", "O", "O", "O", "C", "O", "C", "C", "O", "C", "H", "H", "H", "H", "H", "H", "H", "H", "H", "H", "C", "O", "C", "C", "O", "C", "H", "H", "H", "H", "H", "H", "H", "H", "H", "H", "C", "O", "C", "C", "O", "C", "H", "H", "H", "H", "H", "H", "H", "H", "H", "H", "C", "O", "C", "C", "O", "C", "H", "H", "H", "H", "H", "H", "H", "H", "H", "H", "C", "O", "C", "C", "O", "C", "H", "H", "H", "H", "H", "H", "H", "H", "H", "H", "C", "O", "C", "C", "O", "C", "H", "H", "H", "H", "H", "H", "H", "H", "H", "H", "C", "O", "C", "C", "O", "C", "H", "H", "H", "H", "H", "H", "H", "H", "H", "H", "C", "O", "C", "C", "O", "C", "H", "H", "H", "H", "H", "H", "H", "H", "H", "H", "C", "O", "C", "C", "O", "C", "H", "H", "H", "H", "H", "H", "H", "H", "H", "H"], "positions_angstrom": [[0.7186, 2.0230, 0.8060], [-0.1644, -0.2209, -0.5303], [1.2063, -0.3300, -0.5226], [-0.6462, 0.6540, 0.7761], [-1.0424, 0.1221, -1.4829], [1.3072, -4.9654, 2.9422], [1.2456, -3.5471, 2.7283], [0.9942, -3.1691, 1.3754], [2.1994, -3.4141, 0.4875], [2.0312, -4.6623, -0.1612], [3.0378, -4.9488, -1.1173], [0.3437, -5.4747, 2.8811], [1.7879, -5.0145, 3.9235], [1.9992, -5.4080, 2.1931], [0.7198, -2.0999, 1.4201], [0.0759, -3.6560, 1.0082], [3.1079, -3.4397, 1.1176], [2.3306, -2.6136, -0.2634], [3.2622, -4.1254, -1.8225], [2.7772, -5.8577, -1.6802], [3.9842, -5.1552, -0.6089], [-4.2969, 2.3776, -5.8551], [-3.4494, 2.9811, -4.9041], [-3.4657, 2.3409, -3.6326], [-2.8704, 0.9330, -3.6356], [-3.6784, -0.0295, -4.2814], [-3.1661, -1.3566, -4.0259], [-3.8107, 1.4522, -6.2103], [-4.3570, 3.0777, -6.6831], [-5.2635, 2.1328, -5.3951], [-4.4735, 2.3605, -3.1736], [-2.8439, 2.9320, -2.9922], [-2.7175, 0.6348, -2.5850], [-1.8555, 1.0755, -4.0781], [-3.8774, -2.1116, -4.3935], [-3.0523, -1.5211, -2.9504], [-2.2004, -1.4417, -4.5322], [2.0838, 4.1859, 3.3588], [1.3451, 4.2098, 2.1309], [1.8333, 5.1935, 1.2207], [0.7191, 5.2146, 0.1747], [0.7958, 3.9096, -0.5457], [-0.1107, 3.8668, -1.7285], [2.0334, 5.1407, 3.8817], [3.1193, 3.8751, 3.1008], [1.6389, 3.4148, 3.9960], [2.7960, 4.8150, 0.8080], [2.0083, 6.2048, 1.6132], [0.9017, 6.0480, -0.5567], [-0.2605, 5.3286, 0.6435], [0.1589, 4.6694, -2.4301], [-1.1331, 3.9624, -1.3363], [0.0279, 2.8799, -2.2086], [6.8338, -1.6406, -2.3472], [5.6960, -0.7747, -2.2197], [4.5081, -1.5468, -2.4748], [3.2964, -0.6180, -2.5751], [3.2854, 0.1013, -3.7747], [2.0894, 0.9404, -3.7645], [6.9717, -2.0237, -3.3703], [6.8011, -2.4684, -1.6364], [7.7189, -1.0438, -2.0712], [4.2921, -2.2615, -1.6530], [4.6634, -1.9793, -3.4481], [3.3429, 0.1123, -1.7622], [2.3564, -1.1891, -2.4139], [1.2252, 0.4685, -3.3164], [1.8513, 1.1619, -4.8177], [2.2811, 1.8805, -3.2772], [0.0367, -3.3047, -2.7131], [0.0134, -4.0281, -3.9396], [1.2533, -3.8834, -4.5995], [1.2484, -4.8166, -5.8415], [0.4760, -4.1316, -6.8700], [0.2215, -4.9629, -7.9695], [0.8091, -3.8389, -2.1396], [-0.8891, -3.4996, -2.1782], [0.2611, -2.2242, -2.6373], [2.0520, -4.1964, -3.9052], [1.4095, -2.8363, -4.8371], [0.7846, -5.7960, -5.6121], [2.2394, -5.0259, -6.2656], [-0.3818, -5.8320, -7.7182], [1.1646, -5.3448, -8.4128], [-0.3235, -4.4002, -8.7426], [-4.5628, -0.4408, 2.2310], [-4.9615, -0.2968, 0.8837], [-3.9440, -0.5518, -0.0537], [-3.3150, -1.9654, -0.0061], [-4.2712, -2.9922, -0.2410], [-3.7164, -4.2738, -0.1193], [-4.4531, -1.4461, 2.6413], [-5.3352, 0.0651, 2.8215], [-3.6482, 0.0965, 2.4531], [-3.1056, 0.1318, 0.1447], [-4.3524, -0.3145, -1.0533], [-2.8739, -2.0179, 1.0193], [-2.4589, -1.9689, -0.7386], [-4.5205, -4.9784, -0.3885], [-3.4272, -4.3998, 0.9263], [-2.8523, -4.4019, -0.7723], [-3.8418, 5.1908, 4.0683], [-3.3412, 4.1032, 3.3471], [-2.0295, 3.8612, 3.8343], [-1.4125, 2.7652, 3.0088], [-1.4416, 3.2391, 1.6105], [-2.5894, 2.7979, 0.8470], [-3.9110, 4.9270, 5.1248], [-4.8553, 5.3614, 3.7062], [-3.2454, 6.0945, 3.9856], [-1.9994, 3.6930, 4.9201], [-1.4765, 4.8003, 3.7282], [-1.8636, 1.7721, 3.1206], [-0.3702, 2.6136, 3.2930], [-3.2284, 2.1594, 1.4531], [-2.2406, 2.2984, -0.0637], [-3.1877, 3.6906, 0.5615], [1.6343, 0.0326, 3.2023], [2.4118, 0.9913, 2.5212], [3.5267, 0.4021, 1.8493], [4.2915, 1.3589, 0.9532], [3.3945, 2.2291, 0.2148], [4.0416, 2.7492, -0.9149], [2.2180, -0.8850, 3.4010], [0.7642, -0.2092, 2.5928], [1.3046, 0.4456, 4.1686], [3.1312, -0.4209, 1.2159], [4.2451, 0.0369, 2.5803], [4.8811, 0.7356, 0.2222], [5.0304, 2.0133, 1.4999], [4.3771, 1.9351, -1.5661], [4.9046, 3.4008, -0.6956], [3.3875, 3.3473, -1.5598], [-1.3567, -1.3916, 3.9181], [-1.4280, -0.1608, 4.6526], [-1.1262, -0.4119, 6.0075], [-1.7123, 0.7307, 6.8683], [-0.9470, 1.8932, 6.6455], [-1.2699, 2.9637, 7.5483], [-1.4126, -1.1553, 2.8569], [-2.1684, -2.0906, 4.1632], [-0.3930, -1.9054, 4.0966], [-0.0579, -0.5373, 6.2274], [-1.6649, -1.3495, 6.2916], [-1.7685, 0.5221, 7.9443], [-2.7694, 0.8661, 6.5670], [-0.9775, 2.7641, 8.5926], [-2.3448, 3.1878, 7.5067], [-0.7573, 3.8486, 7.1758]]}